{"formula": "C16H18B2N6O2Pd", "method": "ωB97M-V/def2-TZVPD", "symbols": ["C", "N", "N", "C", "C", "B", "N", "N", "C", "C", "C", "Pd", "N", "N", "C", "C", "C", "H", "H", "H", "H", "H", "H", "H", "H", "H", "H", "H", "C", "H", "H", "H", "O", "B", "O", "C", "C", "C", "C", "C", "C", "H", "H", "H", "H"], "xyz": [[-1.96154, -1.59390, 1.64150], [-1.67939, -1.13257, 0.41559], [-2.60107, -1.65201, -0.48732], [-3.43418, -2.46521, 0.19212], [-3.07079, -2.44558, 1.54135], [-2.46516, -1.28426, -2.01743], [-2.47910, 0.29431, -2.16957], [-1.55200, 1.01899, -1.43807], [-1.59561, 2.30149, -1.81627], [-2.57660, 2.42038, -2.80957], [-3.11170, 1.14935, -3.00133], [-0.12503, 0.03215, -0.25439], [-1.03814, -1.73571, -2.53630], [0.07741, -1.20917, -1.89687], [1.17333, -1.57277, -2.57865], [0.77895, -2.38403, -3.65807], [-0.61533, -2.47838, -3.58426], [2.15255, -1.21828, -2.27931], [-1.30561, -3.03777, -4.19849], [1.43266, -2.81505, -4.39477], [-3.32742, -1.78182, -2.67127], [-3.88337, 0.81736, -3.67596], [-4.20374, -3.01204, -0.32413], [-2.81258, 3.32183, -3.33224], [-3.51815, -2.97159, 2.35811], [-0.91882, 3.02731, -1.38064], [-1.34446, -1.29237, 2.47337], [1.91447, 2.05053, -1.47553], [2.25171, 3.09141, -1.55149], [1.99098, 3.48961, -2.53130], [1.72829, 3.67945, -0.78931], [3.33458, 3.15317, -1.42015], [1.98663, 1.39208, 1.60874], [1.07658, 0.36593, 1.24256], [1.04544, -0.62108, 2.25505], [1.90693, -0.20088, 3.20187], [2.09592, -0.75986, 4.44336], [2.90566, -0.05047, 5.33499], [3.49402, 1.15790, 4.95577], [3.29125, 1.71413, 3.68095], [2.48115, 1.01018, 2.81767], [1.60128, -1.69104, 4.70417], [3.05781, -0.45136, 6.33924], [4.11464, 1.69892, 5.67595], [3.72755, 2.67075, 3.39033]], "forces_ev_per_a": [[0.285, 0.483, -1.476], [-0.202, -0.726, 3.340], [-0.725, -0.844, 0.203], [0.691, 1.188, -3.051], [0.695, 0.135, 2.003], [-0.308, -0.040, -0.483], [-1.142, 0.810, -1.202], [-0.778, 2.370, -1.086], [0.190, -1.502, 0.537], [0.896, 2.113, 0.282], [-0.100, -3.454, 0.824], [1.807, 2.734, 0.630], [0.179, -1.334, -1.292], [2.513, -1.301, -2.486], [-1.204, 0.467, 0.781], [2.009, 0.175, -0.018], [-2.816, 0.900, 1.643], [-0.051, -0.232, -0.111], [-0.067, 0.017, -0.164], [0.045, -0.231, -0.250], [0.115, 0.040, 0.165], [-0.164, -0.020, -0.157], [-0.292, -0.130, -0.015], [-0.345, 0.365, -0.331], [-0.384, -0.328, 0.220], [-0.216, 0.067, -0.118], [-0.178, -0.159, 0.109], [0.046, -0.346, -0.053], [-0.278, 0.411, 0.122], [0.025, -0.113, -0.022], [0.282, -0.021, -0.057], [-0.245, -0.102, 0.091], [-0.803, -0.802, -0.985], [0.471, -1.004, 2.134], [0.113, 0.221, -0.268], [-0.860, -1.326, 0.937], [0.229, -0.286, 0.691], [-1.296, -2.291, 0.062], [0.906, 1.983, -0.926], [0.252, 0.408, -0.225], [0.784, 1.792, 0.248], [0.172, 0.142, 0.094], [0.021, 0.178, -0.254], [-0.173, -0.148, -0.249], [-0.102, -0.262, 0.165]], "gap_ev": [6.34, 4.43], "spin_multiplicity": 5, "e_homo_ev": [-21.066, -21.019], "s_squared": 6.19, "total_charge": 4}

{"formula": "C16H18ClF3N4O4S", "method": "ωB97M-V/def2-TZVPD", "symbols": ["O", "O", "O", "F", "F", "F", "Cl", "N", "N", "O", "C", "C", "C", "C", "C", "C", "C", "C", "C", "N", "N", "C", "C", "C", "C", "C", "C", "C", "S", "H", "H", "H", "H", "H", "H", "H", "H", "H", "H", "H", "H", "H", "H", "H", "H", "H", "H"], "xyz": [[1.44713, 0.15146, 1.95438], [-3.12248, 1.83523, -0.40453], [-3.13624, -0.52051, 0.32911], [-0.01856, -4.47325, 1.50669], [0.97131, -2.93234, 2.94276], [2.13842, -4.31232, 1.81008], [-0.20557, 2.12280, 5.80361], [2.00267, -1.16821, -3.04137], [0.58957, -0.60016, -4.77920], [1.21444, -1.76577, -5.10965], [1.10635, 0.56676, 0.83822], [1.99105, -2.05458, -3.96532], [1.25802, -0.18757, -3.63332], [-0.74711, 2.82212, 3.21836], [-1.33493, 0.57739, 4.06001], [-1.24297, 2.46896, 2.08873], [-1.88382, 0.27311, 2.81530], [-0.70883, 1.81587, 4.22414], [-1.81679, 1.27803, 1.82643], [1.60000, 1.84481, 0.54716], [-0.94953, 0.49423, -0.79791], [1.00821, -3.61748, 1.79769], [1.15950, 1.17304, -3.10936], [-1.03753, 0.53875, -2.26765], [-0.21909, 1.60345, -2.82229], [0.93493, -2.76794, 0.56308], [-0.22511, -1.66663, 0.45935], [0.17060, -0.24459, -0.17422], [-2.41402, 0.72744, 0.15159], [2.52190, -3.00647, -3.75427], [-0.33442, 3.80274, 3.40758], [-1.47863, -0.24597, 4.79202], [-1.27749, 3.22107, 1.19242], [-2.39396, -0.70724, 2.67059], [1.78862, 2.42224, 1.35114], [1.14149, 2.45531, -0.11801], [1.65360, 1.89747, -3.76088], [1.64150, 1.31484, -2.19486], [-2.09039, 0.84341, -2.51335], [-0.86726, -0.46569, -2.63932], [-0.18446, 2.39554, -2.13696], [-0.70944, 1.90281, -3.75002], [1.90796, -2.29520, 0.42583], [0.91590, -3.44958, -0.30542], [-0.61099, -1.39744, 1.48503], [-1.09262, -2.15367, -0.06904], [0.93902, -0.51627, -0.91434]], "forces_ev_per_a": [[-0.923, -0.502, -2.079], [0.131, 0.328, -0.732], [0.953, 0.897, -0.138], [-0.293, -0.710, 2.433], [-1.012, -0.819, -0.004], [0.361, -0.731, 0.286], [0.825, 0.684, 1.048], [-0.025, 0.687, -1.455], [2.714, 2.540, 2.313], [1.256, -1.557, 3.449], [-0.099, 0.758, 2.691], [0.041, -1.945, -0.869], [-2.229, -0.829, -2.716], [2.442, -0.024, 5.658], [-0.393, -0.762, -0.873], [-1.865, 2.302, -7.552], [-0.284, 0.495, -0.399], [-1.424, -0.405, -0.199], [-0.804, -4.476, -0.858], [-0.937, 0.108, -1.249], [-0.173, 0.197, 2.210], [-0.321, 1.110, -2.590], [0.476, 0.853, -0.796], [-3.280, -0.437, 1.733], [-0.481, 0.150, -2.386], [0.703, 2.516, -1.396], [-0.370, -0.215, 1.086], [0.898, -1.328, 0.541], [0.877, -0.490, 0.784], [-0.636, 0.508, -1.284], [0.013, -0.039, 0.094], [0.670, 1.241, -0.010], [0.147, -1.266, 1.751], [0.506, 1.054, -0.149], [0.360, -0.602, 0.462], [-0.206, -0.620, -0.403], [-0.014, -0.225, -0.306], [1.499, -0.639, 1.455], [0.679, -0.737, 0.399], [-0.026, -0.002, -0.325], [-0.305, 1.423, 0.724], [0.053, 0.361, 0.002], [0.075, 0.411, 0.324], [-0.392, 0.156, 0.505], [0.534, -0.675, -0.927], [0.872, 0.924, 0.261], [-0.592, 0.330, -0.512]], "gap_ev": 9.55, "spin_multiplicity": 1, "de_lowest_kcal_mol": 67.57, "e_homo_ev": -9.478}

{"formula": "C16H18N4O", "method": "ωB97M-V/def2-TZVPD", "symbols": ["C", "C", "C", "C", "O", "N", "C", "N", "N", "C", "C", "N", "C", "C", "C", "C", "C", "C", "C", "C", "C", "H", "H", "H", "H", "H", "H", "H", "H", "H", "H", "H", "H", "H", "H", "H", "H", "H", "H"], "xyz": [[4.38304, -3.83581, 2.56229], [4.89286, -2.40143, 2.61929], [4.15784, -1.50375, 1.62557], [2.72199, -1.24251, 2.06290], [2.30843, -1.41019, 3.17900], [1.95198, -0.76120, 1.02872], [0.62178, -0.39493, 1.09651], [-0.12598, -0.49476, 2.16444], [-1.36136, -0.04594, 1.85342], [-2.40853, -0.02846, 2.83065], [-1.43082, 0.35436, 0.56634], [-2.47751, 0.84138, -0.06116], [-2.28138, 1.16435, -1.34812], [-3.37168, 1.69393, -2.07752], [-3.23267, 2.04020, -3.38679], [-2.00086, 1.88519, -4.06481], [-1.90673, 2.28326, -5.50542], [-0.93173, 1.37584, -3.38366], [-1.02705, 1.00187, -2.02379], [0.06900, 0.47760, -1.31995], [-0.12743, 0.14491, -0.00042], [4.52216, -4.25654, 1.56764], [4.91906, -4.45706, 3.27534], [3.32517, -3.86447, 2.80934], [4.73777, -2.00493, 3.62343], [5.96276, -2.38033, 2.40086], [4.65892, -0.53341, 1.56050], [4.16598, -1.95746, 0.63168], [2.38316, -0.63045, 0.12535], [-2.13070, 0.61402, 3.66769], [-3.30382, 0.35412, 2.34550], [-2.58549, -1.03679, 3.20760], [-4.30949, 1.81090, -1.55746], [-4.07365, 2.44376, -3.93274], [-0.90662, 2.11083, -5.89481], [-2.14959, 3.33896, -5.62198], [-2.61704, 1.71185, -6.10210], [0.02100, 1.24779, -3.88046], [1.02169, 0.34961, -1.81813]], "forces_ev_per_a": [[0.089, 0.175, 0.074], [-0.130, -0.026, -0.157], [0.200, -0.114, 0.467], [0.418, 0.005, -0.416], [-0.004, -0.059, 0.232], [-0.056, 0.063, -0.250], [-0.680, 0.121, 0.343], [0.693, -0.244, 0.146], [-0.114, 0.149, -0.422], [-0.082, -0.051, 0.280], [0.253, 0.101, -0.613], [-0.062, -0.124, 0.488], [0.436, -0.082, -0.147], [-0.136, 0.140, -0.342], [-0.107, -0.073, 0.353], [0.465, -0.129, -0.018], [-0.007, -0.007, 0.031], [-0.238, 0.156, -0.296], [-0.176, -0.023, 0.247], [-0.167, -0.052, 0.342], [-0.430, 0.131, -0.015], [0.010, -0.087, -0.091], [0.002, -0.129, 0.040], [-0.108, -0.081, 0.026], [0.086, 0.041, -0.018], [-0.014, 0.061, 0.038], [-0.042, 0.020, -0.091], [0.004, 0.060, -0.066], [0.039, -0.098, 0.237], [-0.057, 0.001, -0.035], [0.018, -0.017, 0.041], [-0.046, 0.042, -0.026], [-0.095, 0.010, 0.058], [-0.116, 0.041, -0.024], [0.041, 0.009, -0.072], [0.001, 0.066, -0.085], [-0.019, -0.004, -0.106], [0.076, 0.005, -0.090], [0.056, 0.003, -0.063]], "gap_ev": 7.61, "spin_multiplicity": 1, "de_lowest_kcal_mol": 0.00, "e_homo_ev": -7.723, "smiles": "CCCC(=O)Nc1nn(C)c2nc3ccc(C)cc3cc12"}

E_tot (Eh)
-1275.329714; -2298.338548; -914.793919